No. 1
Density functional theory data (ωB97M-V/def2-TZVPD) for 2 unconnected molecules or ions with the total composition C6H8N2OS.

Properties
Gap between HOMO and LUMO (alpha / beta), eV: 8.21 / 7.72
Spin multiplicity: 1

Geometry (Å):
S -0.340 -0.110 2.599
H -2.764 -0.369 2.091
O -1.496 1.464 -1.163
C -1.729 -0.661 1.763
N 1.723 -0.953 -2.707
C 1.814 -1.570 -1.517
H -0.061 1.436 0.805
C 0.971 -0.966 -0.643
H 0.591 2.057 2.423
H -1.073 2.115 1.973
H 2.558 -2.391 -1.476
H 0.369 0.646 -3.296
H 0.861 -1.246 0.445
N 0.289 -0.022 -1.334
C -0.171 1.519 1.861
H -1.681 -1.648 1.500
C -0.658 0.777 -0.692
C 0.797 -0.076 -2.634

These are the Mulliken partial charges, in e, on atoms 1 to 4:
1. S -0.07
2. H 0.30
3. O -0.41
4. C -0.71

No. 2
Density functional theory data (ωB97M-V/def2-TZVPD) for a molecular structure, C19H26FO10Pb.

Properties
Charge: +1
Gap between HOMO and LUMO, eV: 2.83
Spin multiplicity: 1

Geometry (Å):
F 0.163 -4.358 -8.471
H 2.804 -0.534 -3.695
H -3.794 -4.382 -6.279
C -1.551 -0.954 0.008
C 2.596 2.335 2.465
H -0.212 -4.921 -4.005
H -2.469 -4.618 -4.072
H -2.399 -4.446 -8.390
H -1.720 1.433 9.829
C 1.439 4.290 1.788
C 2.761 0.417 -4.226
C 3.534 1.514 -3.396
C -0.612 -4.660 -4.973
H -2.625 1.589 7.352
C -1.947 -4.503 -5.011
H -2.021 -0.858 0.987
H -1.779 -0.053 -0.560
O 3.144 1.472 -7.459
H 1.169 -4.769 -6.028
O 3.280 1.318 2.346
C 0.096 -4.676 -6.099
O 1.654 2.431 3.314
H -3.330 0.927 10.345
C -1.184 -0.800 6.840
O 3.462 0.455 -5.482
C -2.962 0.554 7.405
C -1.960 -4.540 -7.408
H -2.032 -0.024 10.858
C 0.532 4.674 0.507
O -0.220 -1.397 0.086
H 0.330 3.937 3.680
H 4.490 1.123 -3.050
H 3.000 1.886 -2.522
O -2.209 -0.046 6.382
C -2.545 -0.194 8.663
H 0.956 5.136 -0.385
O 2.615 3.500 1.549
H 1.722 5.210 2.300
H 0.606 0.052 -4.525
Pb 2.932 -2.982 2.163
O 1.452 1.121 -5.983
C 2.746 1.072 -6.400
O -0.365 -1.447 6.232
H -0.282 5.378 0.680
H 1.075 1.687 -4.051
C 1.371 0.820 -4.642
H -2.163 -1.575 -0.645
H -3.226 -1.031 8.823
H -0.017 2.758 2.433
H -4.017 0.485 7.138
C -0.552 -4.522 -7.340
C -2.359 0.568 10.003
H 0.136 3.725 0.143
C 0.781 3.350 2.880
O -1.287 -0.841 8.156
H 3.716 2.391 -4.018
C -2.719 -4.477 -6.238

These are the Mulliken partial charges, in e, on atoms 1 to 4:
1. F -0.28
2. H 0.29
3. H 0.38
4. C -0.54

No. 3
Density functional theory data (ωB97M-V/def2-TZVPD) for a molecular structure, C4H3LiOPb.

Properties
Expectation value of S²: 0.7541
Charge: +1
Gap between HOMO and LUMO (alpha / beta), eV: 5.98 / 9.99
Spin multiplicity: 2

Geometry (Å):
C 1.949 2.965 0.654
H 2.301 1.546 -0.834
H 0.989 3.164 -0.906
C 1.621 2.310 -0.447
Pb 1.289 2.318 3.819
O 2.125 3.408 1.727
C 0.508 -0.735 2.336
Li 0.037 0.902 0.538
H 0.291 -1.752 2.042
C 0.802 0.408 2.681

These are the Mulliken partial charges, in e, on atoms 1 to 4:
1. C 1.17
2. H 0.45
3. H 0.35
4. C -1.48

No. 4
Density functional theory data (ωB97M-V/def2-TZVPD) for a molecular structure, C5H6O3.

Properties
Gap between HOMO and LUMO, eV: 10.67
Spin multiplicity: 1

Geometry (Å):
H 1.291 1.955 -0.363
O 1.491 -0.042 -0.471
O -2.236 -0.200 -0.794
C 0.639 1.091 -0.547
O -0.069 0.188 1.620
H 1.476 -1.973 0.088
C -0.348 -0.900 0.742
H -0.755 2.083 0.824
C 0.733 -1.210 -0.248
H 0.089 1.225 -1.484
C -0.459 1.091 0.516
H 0.282 -1.526 -1.163
H -0.760 -1.751 1.291
C -1.372 -0.032 -0.011

These are the Mulliken partial charges, in e, on atoms 1 to 4:
1. H 0.35
2. O -0.33
3. O -0.52
4. C -0.53

Record-wise energy values, in eV: -22209.9482, -48548.9983, -11686.6292, -11422.2315